ORCA calculation (wB97M-V/def2-TZVPD) on a cluster of 3 separate species, C2H9N2S in total.

XYZ file:
```
14
Properties=species:S:1:pos:R:3:lowdin_charge:R:1
C 0.4774 -0.2301 -0.3069 -0.0571
C -0.6864 -0.4435 0.4243 -0.1714
N -1.6430 -0.2261 1.0761 0.3076
N -0.1332 2.4106 -1.3771 0.0250
S 0.3447 -3.0723 1.3751 0.5692
H 0.4117 0.8681 -0.7005 0.0853
H 0.7130 -1.0349 -1.0744 0.1455
H 1.1801 -0.1121 0.4579 0.0897
H -2.2378 -0.7835 1.7238 0.1696
H 0.1531 3.3894 -1.2127 0.0682
H 0.9990 -2.2535 2.2250 -0.1659
H -0.9587 2.3443 -0.8064 0.0403
H -0.0517 2.2924 -2.3677 0.0516
H 1.4318 -3.1488 0.5636 -0.1577
```

energy relative to the best compared isomer or geometry (same formula, charge and spin)	61.9	kcal/mol
total energy	-16026.7218	eV
multiplicity	1
frontier orbital gap	9.1	eV
HOMO	-0.5045	hartree
charge	+1

ORCA calculation (wB97M-V/def2-TZVPD) on a cluster of 2 separate species, C2H9N2S2 in total.

XYZ file:
```
15
Properties=species:S:1:pos:R:3:lowdin_charge:R:1
C 1.3992 -0.7507 2.2705 -0.4431
S 1.2771 -0.8439 0.4655 0.3863
S -0.6482 -1.4779 -0.0523 0.3276
H 1.1956 0.2700 2.5656 0.0163
H 2.4530 -0.9337 2.4755 0.0397
H 0.8105 -1.4460 2.8450 0.0411
H -0.6056 -2.5511 0.7487 -0.1637
N -0.7115 1.8507 0.0453 0.1769
C -0.5274 2.2421 -1.1755 -0.1691
N -0.9414 1.5252 -2.2075 0.1950
H -1.1268 0.9530 0.2786 0.0428
H -0.2376 2.2812 0.8252 0.1415
H 0.1596 3.0317 -1.4409 0.1679
H -0.8058 1.9636 -3.1019 0.1359
H -1.1953 0.5543 -2.0840 0.1051
```

energy relative to the best compared isomer or geometry (same formula, charge and spin)	10.8	kcal/mol
total energy	-26864.2814	eV
multiplicity	1
frontier orbital gap	8.6	eV
HOMO	-0.4530	hartree
charge	+1